# 1
{"formula": "C12H22BCsF4O6S2", "method": "the ωB97M-V functional and the def2-TZVPD basis", "total_energy_ha": -2162.46212, "multiplicity": 1, "homo_energy_ev": -9.725, "max_force_ev_per_a": 13.28, "species": ["S", "C", "O", "F", "B", "C", "H", "S", "H", "H", "O", "C", "O", "H", "H", "F", "C", "F", "C", "C", "H", "C", "H", "H", "H", "C", "Cs", "C", "H", "F", "H", "H", "O", "H", "H", "C", "O", "H", "H", "H", "H", "H", "H", "C", "H", "O", "H", "C"], "coordinates": [[-4.662, 0.454, -0.242], [2.866, 2.860, 0.667], [2.140, -3.593, 3.055], [-0.334, -0.834, 1.573], [-0.487, -0.355, 0.300], [3.019, 1.954, -0.539], [-3.996, 3.939, -1.225], [1.798, -3.818, 1.690], [-5.768, 1.869, -1.849], [4.029, 1.560, -0.426], [0.921, -4.916, 1.327], [3.029, -2.904, -0.570], [1.939, 2.462, 1.554], [-1.782, 2.803, -0.602], [2.945, -1.104, 0.516], [0.534, -0.443, -0.577], [-3.872, 2.864, -1.355], [-0.897, 0.963, 0.573], [-2.852, 0.879, -0.396], [3.293, -3.740, 0.708], [0.360, -2.755, 0.149], [2.282, -1.753, -0.056], [1.914, -1.222, -0.934], [3.978, -3.249, 1.399], [-3.018, 2.898, 0.498], [-5.206, 2.165, -0.964], [-0.955, -1.364, -2.199], [1.119, -2.354, 0.822], [-2.292, 0.485, -1.245], [-1.576, -0.884, -0.361], [3.691, -4.731, 0.488], [-2.417, 0.331, 0.440], [-4.899, -0.686, -1.164], [1.016, 1.402, -1.048], [1.977, 0.019, -0.657], [1.446, 1.212, 1.085], [3.444, 3.890, 0.957], [-5.937, 2.637, -0.308], [3.000, 2.620, -1.402], [-3.512, 2.860, -2.384], [4.003, -2.494, -0.841], [1.882, 0.387, 1.649], [0.591, -1.776, 1.580], [-2.763, 2.365, -0.418], [2.652, -3.505, -1.398], [-4.870, 0.421, 1.278], [0.379, 1.104, 1.280], [1.850, 1.077, -0.427]]}

# 2
{"formula": "C4H13N2", "method": "the ωB97M-V functional and the def2-TZVPD basis", "total_energy_ha": -269.55065, "multiplicity": 2, "e_above_lowest_kcal_mol": 56.1, "homo_energy_ev": [-3.049, -9.348], "max_force_ev_per_a": 1.60, "species": ["C", "H", "C", "H", "H", "H", "H", "N", "H", "C", "H", "H", "H", "H", "H", "C", "N", "H", "H"], "coordinates": [[1.428, -0.242, 0.874], [0.463, -0.939, -0.894], [-0.304, 1.554, -0.834], [1.921, -2.285, 0.708], [-2.591, -0.763, -0.010], [-1.055, 0.870, 0.989], [-2.652, 0.821, -0.973], [-0.835, 0.441, -0.015], [3.021, -1.456, 1.590], [0.141, -0.672, 0.117], [-1.791, -0.575, -1.568], [-0.678, 2.524, -0.481], [1.059, 0.299, 1.751], [0.763, 1.738, -0.809], [-0.634, 1.428, -1.861], [-2.084, -0.052, -0.656], [2.065, -1.473, 1.296], [-0.342, -1.551, 0.533], [2.106, 0.334, 0.244]]}

# 3
{"formula": "C21H21N3O5S", "method": "the ωB97M-V functional and the def2-TZVPD basis", "total_energy_ha": -1751.54253, "smiles": "Nc1cccc2c1C(=O)N(C(=O)c1ccc(S(=O)(=O)N3CCCCCC3)cc1)C2=O", "multiplicity": 1, "e_above_lowest_kcal_mol": 16.0, "homo_energy_ev": -8.814, "max_force_ev_per_a": 1.14, "species": ["H", "O", "H", "C", "C", "C", "C", "C", "C", "C", "H", "C", "C", "H", "C", "H", "C", "C", "H", "H", "C", "O", "O", "H", "C", "H", "H", "C", "H", "C", "H", "H", "N", "N", "N", "C", "C", "H", "O", "C", "H", "H", "O", "H", "H", "H", "C", "H", "H", "C", "S"], "coordinates": [[-3.191, -4.769, -1.948], [-2.626, 1.111, -3.277], [-2.598, -2.106, -0.628], [6.566, 1.504, 1.830], [5.964, 2.623, 1.300], [3.847, 1.543, 1.457], [-2.336, 0.337, 0.492], [-3.268, -1.637, -3.446], [-1.374, 0.037, 1.438], [-0.063, -0.217, 1.039], [-3.354, 0.560, 0.767], [2.414, 1.311, 1.379], [-3.238, -2.981, -0.743], [-4.551, -3.351, -3.308], [-3.483, -3.139, -3.293], [-3.042, -3.629, -4.164], [3.430, -0.597, 2.276], [0.276, -0.189, -0.312], [2.948, 3.743, 0.483], [6.310, -0.501, 2.612], [-4.999, -1.354, -1.661], [-4.298, 1.429, -1.477], [3.543, -1.711, 2.696], [7.637, 1.504, 1.973], [-4.699, -2.532, -0.700], [4.462, 4.593, 0.344], [6.563, 3.482, 1.034], [-2.864, -3.729, -2.026], [-5.768, -1.638, -2.388], [4.472, 0.415, 1.999], [-3.046, -3.637, 0.109], [-4.933, -2.229, 0.322], [2.211, 0.002, 1.867], [-3.836, -0.876, -2.355], [3.953, 3.757, 0.563], [5.833, 0.370, 2.193], [0.938, -0.575, 2.075], [-1.776, -3.734, -2.119], [1.542, 2.066, 1.015], [-1.985, 0.362, -0.846], [-0.460, 0.145, -2.308], [-1.617, 0.004, 2.489], [0.713, -1.289, 3.012], [-5.376, -0.494, -1.107], [-3.709, -1.306, -4.397], [1.289, -0.404, -0.621], [4.569, 2.685, 1.093], [-5.341, -3.380, -0.944], [-2.202, -1.406, -3.479], [-0.692, 0.099, -1.256], [-3.260, 0.644, -2.079]]}

# 4
{"formula": "C36H49N3O2PRe", "method": "the ωB97M-V functional and the def2-TZVPD basis", "total_energy_ha": -2134.73696, "total_charge": 3, "multiplicity": 2, "e_above_lowest_kcal_mol": 6.3, "homo_energy_ev": [-16.813, -16.903], "max_force_ev_per_a": 3.07, "species": ["H", "C", "H", "C", "H", "H", "C", "N", "C", "C", "C", "H", "H", "H", "H", "H", "C", "H", "H", "H", "C", "Re", "C", "H", "H", "C", "C", "C", "C", "H", "H", "O", "H", "H", "H", "H", "H", "H", "N", "N", "H", "C", "H", "C", "H", "H", "H", "H", "C", "C", "H", "C", "C", "H", "H", "H", "C", "H", "H", "H", "H", "H", "H", "H", "H", "H", "C", "H", "C", "C", "C", "C", "C", "H", "C", "H", "H", "C", "C", "C", "H", "C", "H", "H", "O", "C", "P", "C", "C", "C", "C", "H"], "coordinates": [[3.320, 6.028, -0.055], [-1.081, 0.943, 2.175], [-1.581, -1.065, 1.656], [0.493, 3.503, -0.852], [-2.135, 1.034, 2.456], [2.031, 0.153, 2.403], [4.639, -2.255, 0.874], [1.231, -1.703, -3.488], [-0.913, 1.723, -4.864], [-2.701, 1.832, -1.303], [-4.878, 0.842, -1.564], [-2.557, -5.273, 0.963], [0.971, 6.700, 0.247], [-2.522, -1.272, -2.759], [1.174, -4.058, 1.702], [0.040, -0.707, 5.570], [-1.884, -4.818, 0.236], [1.117, -2.814, -0.363], [4.068, 0.392, 1.290], [-4.945, -1.110, -2.471], [-4.078, 1.900, -1.149], [-0.070, 0.776, -1.969], [2.521, 5.335, -0.279], [-5.950, 0.907, -1.435], [-1.375, 1.194, 4.908], [2.838, 4.049, -0.763], [-0.623, -1.146, 3.584], [0.155, -0.278, 4.575], [2.844, -1.824, 2.585], [2.861, -3.415, 1.103], [-0.979, 1.352, 1.167], [0.504, 0.055, -0.188], [-0.351, -5.885, 1.331], [4.006, -3.620, 2.430], [-0.718, 0.127, -6.240], [-0.832, 3.700, -5.282], [-2.382, 0.455, -5.766], [2.836, 0.577, 0.051], [-1.121, 2.784, -5.599], [-0.502, 2.588, -1.111], [-1.326, -1.553, -0.722], [-2.165, 4.204, -0.557], [-2.397, -2.914, 1.115], [3.305, -0.145, 0.721], [2.111, 2.166, -1.429], [0.186, -5.310, -0.228], [1.226, -0.291, 4.351], [-0.444, -3.541, 2.167], [-1.789, 2.921, -0.960], [-2.119, 0.658, -1.865], [-4.535, 2.769, -0.694], [3.993, -1.253, -0.077], [-2.203, -3.326, 0.123], [4.750, -0.806, -0.723], [0.798, 1.789, 2.843], [-0.850, -3.052, -1.509], [0.172, 4.804, -0.398], [3.874, 3.780, -0.918], [-1.642, -1.257, 3.967], [-1.536, 2.719, -6.518], [5.385, -1.753, 1.496], [2.071, -2.288, 3.201], [-0.611, 2.787, 3.170], [3.259, -1.765, -0.714], [1.736, -2.418, -3.985], [-0.193, -2.147, 3.562], [1.219, 5.709, -0.111], [-2.086, -5.319, -0.712], [-0.336, 1.167, 4.567], [-1.195, 5.132, -0.273], [-0.417, -5.042, 0.644], [-1.036, -2.588, -0.536], [-0.249, 1.757, 3.164], [5.163, -3.028, 0.313], [-2.943, -0.385, -2.301], [-1.482, 6.127, 0.045], [0.250, 1.765, 5.265], [0.624, -0.895, -2.933], [0.265, -2.650, 0.308], [-1.358, 0.400, -5.398], [-3.111, -3.175, -0.465], [3.566, -2.890, 1.751], [3.575, -1.381, 3.266], [-3.210, 4.460, -0.479], [-0.334, 1.876, -3.735], [-0.748, -0.562, 2.163], [0.617, -0.974, 1.002], [2.275, -0.677, 1.733], [1.843, 3.150, -1.042], [-4.313, -0.292, -2.152], [0.188, -3.808, 1.320], [-1.295, -0.365, -4.632]]}